Entry 1:
Here is 10 unconnected molecules or ions with the total composition H21O10 in a non-equilibrium geometry from the OMol25 dataset. Energies are from ωB97M-V/def2-TZVPD.

Summary:
Largest force on an atom: 3.1 eV/A
Charge: +1
Calculated total energy: -764.704269 Ha
Kohn-Sham gap: 10.37 eV
Energy above the lowest of the compared OMol25 structures with the same formula, charge and spin: 2.165 eV

```
31
H21O10 | the OMol25 dataset | ωB97M-V/def2-TZVPD
O -0.18 2.26 1.41
H 0.63 -1.18 4.34
H 2.02 -0.62 1.13
O -0.13 -0.06 -0.92
H -0.14 -0.12 3.07
H 0.76 -0.38 -0.63
O 2.17 -0.65 0.18
H -0.82 0.43 -3.44
H 1.83 0.03 -3.18
O -1.22 -1.90 1.58
H -1.23 -1.20 0.92
H 0.30 2.75 2.09
O 1.25 -1.19 3.58
H -0.60 1.26 -0.80
H -0.71 -2.64 1.22
O -1.05 2.21 -1.02
H -1.11 2.52 -0.02
H -0.86 -0.68 -1.13
O -1.03 0.27 2.93
H 2.11 1.32 -3.58
H -1.53 -0.15 3.64
O 1.63 0.92 -2.83
H 1.05 -2.11 3.33
H -0.06 1.32 1.59
O -1.08 -2.38 -1.75
H -0.46 2.93 -1.30
O -0.79 1.29 -3.87
H -1.01 1.93 -3.19
H -1.21 -3.13 -2.34
H 3.10 -0.48 -0.03
H -1.63 -2.55 -0.98
```

Want to see where the charge sits? The Mulliken charges in e are: -0.66, 0.33, 0.30, -0.56, 0.41, 0.36, -0.62, 0.29, 0.30, -0.55, 0.30, 0.30, -0.70, 0.48, 0.33, -0.50, 0.48, 0.33, -0.69, 0.28, 0.29, -0.56, 0.34, 0.33, -0.63, 0.43, -0.58, 0.32, 0.30, 0.28, 0.28

---

Entry 2:
Here is a molecular structure, C26H59GeIrO4PSSi3 in a non-equilibrium geometry from the OMol25 dataset. Energies are from ωB97M-V/def2-TZVPD.

Summary:
Largest force on an atom: 1.0 eV/A
Charge: +3
Multiplicity: 5
Calculated total energy: -5115.311831 Ha
Kohn-Sham gap (alpha / beta): 6.81 / 5.28 eV

```
96
C26H59GeIrO4PSSi3 | the OMol25 dataset | ωB97M-V/def2-TZVPD
Ir 0.42 -0.82 -0.26
C 1.09 -3.74 0.18
C 0.99 -2.62 1.08
C 2.05 -1.69 0.75
C 2.75 -2.30 -0.41
C 2.13 -3.50 -0.74
C 2.59 -4.42 -1.84
C 4.02 -1.78 -0.97
C 2.86 -1.02 1.82
C 0.32 -2.72 2.41
C 0.31 -5.00 0.34
H 2.44 -3.96 -2.82
H 2.06 -5.37 -1.82
H 3.65 -4.63 -1.74
H 4.86 -2.23 -0.42
H 4.12 -0.70 -0.89
H 4.15 -2.07 -2.02
H 3.58 -1.74 2.22
H 2.24 -0.68 2.65
H 3.44 -0.18 1.44
H 0.95 -3.31 3.08
H -0.64 -3.22 2.34
H 0.17 -1.74 2.87
H 0.27 -5.59 -0.57
H -0.71 -4.81 0.69
H 0.79 -5.63 1.10
O -0.96 1.13 -0.99
S -2.26 1.22 -1.87
C -3.08 2.74 -1.34
C -3.71 3.31 -2.61
C -2.62 3.24 -3.69
C -1.93 1.88 -3.55
H -2.29 3.38 -0.94
H -3.80 2.51 -0.56
H -4.06 4.32 -2.45
H -4.58 2.71 -2.90
H -1.91 4.05 -3.55
H -3.04 3.35 -4.68
H -0.85 1.89 -3.70
H -2.36 1.14 -4.22
C -0.35 2.87 4.60
Si 0.74 1.52 3.97
C 2.49 2.05 3.75
C 0.56 0.02 5.01
Ge -0.08 0.84 1.39
Si 0.95 3.15 0.21
C 2.72 2.64 0.31
C 0.24 4.39 1.38
C 0.55 3.53 -1.53
Si -2.64 0.00 2.01
C -3.30 1.66 2.46
C -2.51 -1.19 3.41
C -3.42 -0.83 0.57
H 0.02 3.06 5.61
H -1.39 2.58 4.68
H -0.27 3.80 4.04
H 3.07 1.63 4.58
H 2.57 3.14 3.81
H 2.96 1.72 2.83
H 1.01 0.29 5.98
H 1.08 -0.87 4.65
H -0.49 -0.22 5.21
H 3.24 3.15 1.12
H 3.19 2.91 -0.64
H 2.84 1.56 0.45
H 0.97 4.66 2.15
H -0.67 4.05 1.87
H 0.00 5.29 0.81
H 0.73 2.68 -2.18
H 1.23 4.34 -1.83
H -0.47 3.89 -1.66
H -3.08 1.90 3.50
H -4.39 1.64 2.35
H -2.91 2.47 1.83
H -1.69 -1.01 4.09
H -2.44 -2.21 3.04
H -3.44 -1.10 3.98
H -4.06 -0.16 0.00
H -4.05 -1.63 0.97
H -2.70 -1.30 -0.11
C -1.00 -1.63 -5.82
O -1.18 -1.88 -4.40
P -0.45 -1.03 -3.27
O -0.78 -2.04 -1.98
C -1.02 -3.47 -2.16
O 1.09 -1.39 -3.64
C 2.09 -0.37 -3.47
H -0.91 -2.59 -6.31
H -0.10 -1.04 -6.00
H -1.88 -1.11 -6.20
H -0.06 -3.99 -2.18
H -1.55 -3.63 -3.09
H -1.62 -3.80 -1.32
H 1.93 0.46 -4.15
H 3.05 -0.83 -3.69
H 2.12 0.02 -2.44
```

Want to see where the charge sits? The Mulliken charges in e are: 1.69, 0.27, 0.01, 1.76, -0.22, 1.31, -2.18, -2.00, -0.91, -0.82, -1.77, 0.38, 0.38, 0.47, 0.45, 0.22, 0.52, 0.47, -0.22, 0.38, 0.37, 0.37, -0.52, 0.47, 0.40, 0.37, -1.04, 0.24, -0.10, -0.89, -0.73, -0.59, -0.06, 0.45, 0.42, 0.35, 0.31, 0.39, 0.13, 0.57, -1.09, 0.60, -0.89, -1.18, 0.66, 0.62, -0.69, -1.18, -0.55, 0.60, -0.97, -1.00, -0.70, 0.44, 0.25, 0.37, 0.53, 0.41, 0.12, 0.50, 0.39, 0.37, 0.44, 0.49, -0.18, 0.44, 0.22, 0.51, -0.04, 0.57, 0.05, 0.33, 0.49, 0.22, 0.07, 0.30, 0.50, 0.37, 0.53, -0.12, -0.74, -0.30, 0.20, -0.92, -0.73, -0.26, -0.48, 0.32, 0.33, 0.27, 0.14, 0.41, 0.26, 0.37, 0.27, -0.01

---

Entry 3:
Here is a molecular structure, C2H2KO2 in a non-equilibrium geometry from the OMol25 dataset. Energies are from ωB97M-V/def2-TZVPD.

Summary:
Largest force on an atom: 1.4 eV/A
Charge: -1
Calculated total energy: -827.712652 Ha
Kohn-Sham gap: 5.02 eV
Energy above the lowest of the compared OMol25 structures with the same formula, charge and spin: 0.000 eV

```
7
C2H2KO2 | the OMol25 dataset | ωB97M-V/def2-TZVPD
O -1.73 0.23 0.82
C -0.73 0.71 -0.04
C -0.66 1.10 -1.24
O -0.48 1.34 -2.42
H -2.49 -0.09 0.33
K 0.18 -0.89 2.10
H 2.23 -1.92 1.65
```

Want to see where the charge sits? The Mulliken charges in e are: -0.40, -0.75, 0.61, -0.66, 0.24, 0.31, -0.35

---

Entry 4:
Here is 9 unconnected molecules or ions with the total composition C24H45Cl17NO3 in a non-equilibrium geometry from the OMol25 dataset. Energies are from ωB97M-V/def2-TZVPD.

Summary:
Largest force on an atom: 4.4 eV/A
Charge: +1
Calculated total energy: -9044.952721 Ha
Kohn-Sham gap: 8.99 eV

```
90
C24H45Cl17NO3 | the OMol25 dataset | ωB97M-V/def2-TZVPD
C 6.93 1.21 -0.18
C 6.19 0.04 0.45
O 6.74 -0.57 1.28
O 4.92 -0.26 0.06
C 4.78 -1.63 -0.38
C 3.63 -2.28 0.40
C 2.27 -1.63 0.04
C 1.37 -1.36 1.26
C 0.35 -0.23 0.90
C -1.10 -0.58 1.31
C -2.16 -0.18 0.26
N -3.33 -1.13 0.49
C -4.63 -0.56 0.08
C -5.69 -1.67 -0.21
C -4.55 0.35 -1.16
C -3.57 1.53 -0.87
C -2.69 1.26 0.39
C -1.58 2.36 0.42
C -1.56 2.98 1.82
O -2.28 3.84 2.05
Cl -0.51 2.38 3.13
H 7.00 2.04 0.54
H 6.44 1.57 -1.09
H 7.95 0.87 -0.38
H 5.71 -2.19 -0.29
H 4.53 -1.58 -1.45
H 3.66 -3.36 0.21
H 3.85 -2.15 1.47
H 1.76 -2.30 -0.65
H 2.51 -0.65 -0.40
H 0.83 -2.25 1.59
H 2.00 -1.04 2.09
H 0.65 0.62 1.52
H 0.47 0.08 -0.14
H -1.39 -0.18 2.29
H -1.14 -1.68 1.39
H -1.82 -0.37 -0.76
H -3.13 -2.06 0.11
H -3.36 -1.25 1.51
H -5.04 0.03 0.91
H -5.63 -1.96 -1.26
H -5.56 -2.51 0.49
H -6.69 -1.27 -0.01
H -5.57 0.71 -1.32
H -4.21 -0.21 -2.04
H -2.86 1.64 -1.71
H -4.08 2.50 -0.79
H -3.31 1.42 1.29
H -0.60 2.02 0.06
H -1.90 3.16 -0.25
C 7.78 2.04 -4.26
Cl 6.18 1.60 -3.64
Cl 9.08 1.23 -3.37
H 7.84 1.75 -5.30
H 7.91 3.12 -4.16
C 0.34 -2.54 -3.43
Cl 1.55 -1.27 -3.26
Cl -0.91 -2.42 -2.18
H -0.13 -2.44 -4.40
H 0.83 -3.50 -3.35
C -0.54 -2.16 4.90
Cl -2.02 -1.28 4.47
Cl 0.89 -1.41 4.17
H -0.43 -2.15 5.98
H -0.62 -3.18 4.54
C -2.04 1.05 7.26
Cl -3.15 1.04 8.64
Cl -0.62 0.04 7.57
H -2.56 0.67 6.39
H -1.71 2.07 7.09
C 2.75 3.32 -3.51
Cl 4.08 4.43 -3.84
Cl 3.31 1.81 -2.77
H 2.05 3.80 -2.83
H 2.25 3.08 -4.44
C -4.74 -0.85 -5.46
Cl -6.32 -0.59 -4.72
Cl -3.45 -0.80 -4.24
H -4.73 -1.82 -5.94
H -4.56 -0.07 -6.19
C -8.92 -3.79 -1.20
Cl -7.49 -4.62 -0.55
Cl -8.70 -3.35 -2.89
H -9.78 -4.45 -1.11
H -9.09 -2.89 -0.62
C 6.16 4.15 2.56
Cl 7.88 4.17 2.15
Cl 5.17 4.77 1.24
H 5.87 3.13 2.77
H 6.01 4.77 3.44
```

Want to see where the charge sits? The Mulliken charges in e are: -0.02, 0.56, -0.51, -0.17, -0.81, -0.83, 0.05, -1.55, -0.36, -0.73, -0.22, 0.01, 0.12, -1.65, -0.04, -1.58, 0.22, -0.66, 0.24, -0.40, -0.14, -0.23, -0.13, 0.31, 0.58, 0.26, 0.49, 0.34, -0.11, 0.10, 0.56, 0.47, -0.03, 0.71, 0.01, 0.62, 0.46, 0.57, 0.50, 0.25, 0.49, 0.44, 0.42, 0.74, -0.74, 0.55, 0.33, 0.52, 0.40, 0.46, -0.41, -0.06, -0.15, 0.33, 0.27, -0.59, -0.01, -0.06, 0.36, 0.34, -0.45, -0.14, -0.05, 0.34, 0.33, 0.00, -0.15, -0.15, 0.03, 0.28, -0.39, -0.14, -0.05, 0.25, 0.33, -0.42, -0.14, -0.06, 0.31, 0.33, -0.28, -0.15, -0.13, 0.35, 0.23, -0.26, -0.16, -0.14, 0.24, 0.31

---

Entry 5:
Here is 3 unconnected molecules or ions with the total composition C3H13NO2S2 in a non-equilibrium geometry from the OMol25 dataset. Energies are from ωB97M-V/def2-TZVPD.

Summary:
Largest force on an atom: 1.5 eV/A
Charge: 0
Calculated total energy: -1123.671035 Ha
Kohn-Sham gap: 8.32 eV
Energy above the lowest of the compared OMol25 structures with the same formula, charge and spin: 1.178 eV

```
21
C3H13NO2S2 | the OMol25 dataset | ωB97M-V/def2-TZVPD
C -1.36 2.25 1.51
S -1.53 0.88 0.34
S 0.07 1.06 -0.94
C -0.53 0.49 -2.56
C -1.08 -0.93 -2.74
N -1.51 -1.51 -1.47
H -0.56 2.97 1.28
H -2.21 2.93 1.50
H -1.25 1.76 2.48
H 0.45 0.57 -3.05
H -1.14 1.28 -2.97
H -0.43 -1.51 -3.40
H -2.03 -0.73 -3.23
H -0.76 -1.55 -0.79
H -1.82 -2.48 -1.61
O 2.91 -0.07 3.60
H 3.06 -0.02 2.65
H 2.62 0.81 3.88
O 2.39 -2.23 1.50
H 2.02 -1.36 1.69
H 2.69 -2.62 2.33
```

Want to see where the charge sits? The Mulliken charges in e are: -0.84, 0.01, -0.13, -0.61, -0.35, -0.53, 0.29, 0.31, 0.27, 0.28, 0.35, 0.32, 0.27, 0.12, 0.25, -0.63, 0.32, 0.31, -0.63, 0.29, 0.34